(1)
{"formula": "C7H9BrF3NOS", "method": "ωB97M-V/def2-TZVPD", "de_lowest_kj_mol": 120.09, "smiles": "CS/C(C)=C(\\C)Br.O=C=NC(F)(F)F", "homo_ev": -8.31, "total_energy_ha": -3673.88415, "charge": 0, "elements": ["C", "S", "C", "C", "C", "C", "Br", "H", "H", "H", "H", "H", "H", "H", "H", "H", "O", "C", "N", "C", "F", "F", "F"], "coordinates": [[-1.3047, 2.1324, 1.8291], [-0.0442, 1.6707, 0.5398], [0.2167, -0.0809, 0.6779], [0.6167, -0.6660, 2.1402], [0.2213, -0.7078, -0.5168], [0.0067, -0.2031, -1.8619], [0.5949, -2.5517, -0.6145], [-0.9841, 2.1521, 2.8278], [-2.1488, 1.3664, 2.0198], [-1.6556, 3.1011, 1.4477], [-0.0077, -0.2083, 2.9149], [0.4564, -1.8181, 2.1066], [1.6927, -0.5500, 2.3325], [-0.5904, 0.6272, -1.8165], [0.9340, -0.0076, -2.4129], [-0.6385, -0.9347, -2.3940], [3.1461, 0.0770, -2.2557], [3.5172, -0.0590, -1.1762], [3.5845, -0.3728, -0.0137], [4.5364, -0.8360, 0.8938], [5.5178, -1.3661, 0.1616], [4.9090, 0.0762, 1.7442], [3.9549, -1.9365, 1.5794]], "atomic_forces_ev_per_a": [[-1.4, -1.8, -1.1], [-0.4, 0.2, 1.0], [0.5, -0.4, 1.2], [-0.8, -1.7, -2.5], [0.5, -0.4, 2.1], [-0.2, -1.6, -1.3], [0.4, -0.8, 0.4], [1.4, 0.8, 1.2], [0.9, 1.1, -1.4], [-0.2, -0.4, 0.5], [0.3, -0.1, -0.2], [0.0, 2.0, 0.2], [-0.4, 0.4, -0.1], [-1.1, 2.6, 0.0], [-0.4, -0.2, 0.1], [0.8, 0.2, 0.0], [0.5, 0.8, -1.1], [-0.9, -1.4, 1.0], [-0.2, 1.0, 0.8], [-2.1, -2.6, -1.2], [1.2, 0.2, 0.9], [0.6, -0.1, 0.4], [1.1, 2.1, -0.6]], "lowdin_charge": [-0.3788, 0.8642, -0.6114, -0.0807, -0.8141, -0.1965, 0.7775, -0.0074, 0.0752, 0.0238, 0.0504, 0.0687, 0.0524, 0.0176, 0.0743, 0.0808, 0.2056, -0.2634, 0.2582, -0.6363, 0.1596, 0.2078, 0.0726]}

***

(2)
{"formula": "C7H9Cl2NO4RhRu", "method": "ωB97M-V/def2-TZVPD", "multiplicity": 10, "homo_ev": [-20.10, -22.85], "total_energy_ha": -1751.57861, "charge": 4, "elements": ["Rh", "Ru", "Cl", "Cl", "C", "C", "C", "O", "O", "O", "C", "N", "C", "C", "C", "O", "H", "H", "H", "H", "H", "H", "H", "H", "H"], "coordinates": [[0.1600, 0.4226, -6.9373], [0.0463, 0.3836, -0.4647], [-0.4225, 2.2672, -5.6508], [0.2343, -0.7109, -2.3947], [-0.5999, -1.0524, 0.3853], [-0.3030, 1.3712, -8.4259], [0.6270, -1.0492, -7.8654], [-1.0351, -2.0585, 0.8272], [-0.6154, 2.0405, -9.3280], [0.9180, -1.9926, -8.4891], [0.9826, 3.5542, 3.9194], [0.3608, 3.0884, 2.6922], [-0.7172, 3.8982, 2.1733], [0.7133, 2.0165, 1.9621], [1.7919, 1.0758, 2.3793], [0.0685, 1.8410, 0.8701], [0.4643, 4.4839, 4.1533], [2.0500, 3.7784, 3.8150], [0.8509, 2.8755, 4.7706], [-0.5143, 4.2278, 1.1527], [-1.6599, 3.3427, 2.1756], [-0.7908, 4.7549, 2.8401], [1.5128, 0.0109, 2.2708], [2.6976, 1.1846, 1.7514], [2.0428, 1.3056, 3.4178]], "atomic_forces_ev_per_a": [[-0.3, 2.5, 7.1], [2.0, 3.0, -4.5], [-0.1, 0.3, 0.6], [0.2, 0.3, -0.5], [-4.8, -10.8, 5.7], [-3.4, 7.2, -9.9], [3.7, -11.4, -5.9], [2.2, 5.1, -2.3], [1.7, -3.7, 4.6], [-1.6, 5.0, 2.9], [-0.6, 0.7, 0.0], [-1.0, 2.4, 1.2], [0.0, 0.9, 0.8], [0.5, -3.5, -3.4], [0.0, 0.4, 0.5], [1.4, 2.6, 3.5], [0.3, -0.2, 0.3], [0.3, -0.3, -0.2], [0.0, -0.5, -0.1], [0.1, -0.1, -0.2], [-0.1, -0.2, -0.1], [-0.4, 0.0, -0.3], [-0.2, 0.5, 0.2], [-0.3, 0.3, 0.2], [0.3, -0.5, -0.2]], "lowdin_charge": [1.1068, 1.0483, 0.5835, 0.0177, -0.3119, -0.2060, -0.1331, 0.1941, 0.2930, 0.3280, 0.0951, 0.0269, 0.0823, -0.3206, 0.0720, -0.1489, 0.1234, 0.1670, 0.1680, 0.1503, 0.1624, 0.1274, 0.1196, 0.1480, 0.1068]}

***

(3)
{"formula": "C7H9ClN2O", "method": "ωB97M-V/def2-TZVPD", "de_lowest_kj_mol": 283.12, "smiles": "Cc1ccc(NNOCl)cc1", "homo_ev": -8.35, "total_energy_ha": -916.93934, "charge": 0, "elements": ["C", "C", "C", "C", "C", "N", "N", "O", "Cl", "C", "C", "H", "H", "H", "H", "H", "H", "H", "H", "H"], "coordinates": [[-0.7345, 1.1815, -2.1610], [-0.3257, 0.5362, -0.8727], [0.9934, 0.5814, -0.4419], [1.3770, 0.0067, 0.7553], [0.4346, -0.6366, 1.5473], [0.8009, -1.2080, 2.7824], [1.9088, -1.8811, 3.0038], [1.7844, -3.4229, 2.3598], [1.5855, -3.4574, 0.7018], [-0.8934, -0.6778, 1.1333], [-1.2635, -0.1000, -0.0642], [0.1361, 1.4218, -2.7649], [-1.3896, 0.5268, -2.7327], [-1.2783, 2.1049, -1.9600], [1.7376, 1.0782, -1.0449], [2.4092, 0.0672, 1.0676], [0.0227, -1.5528, 3.3368], [2.6862, -1.5279, 2.4449], [-1.6278, -1.1738, 1.7518], [-2.2945, -0.1451, -0.3848]], "atomic_forces_ev_per_a": [[-0.1, 0.0, 0.0], [0.0, -0.1, 0.0], [-0.1, -0.1, 0.1], [-0.2, 0.0, 0.2], [-0.1, 0.3, -0.6], [-0.5, 0.0, 0.2], [0.2, -1.8, -0.2], [0.3, 1.3, 0.8], [0.0, 0.0, -0.2], [0.2, 0.0, 0.2], [0.2, 0.1, -0.1], [0.0, 0.0, -0.1], [0.0, 0.0, -0.1], [0.0, 0.1, -0.1], [0.1, 0.1, -0.1], [0.1, 0.0, 0.0], [0.3, 0.1, 0.0], [-0.3, 0.0, -0.1], [-0.1, -0.1, 0.0], [-0.1, 0.0, 0.0]], "lowdin_charge": [-0.0536, -0.2835, -0.0402, -0.0485, -0.2983, -0.0357, 0.0146, -0.6855, 0.5761, -0.0310, -0.0402, 0.0737, 0.0797, 0.0835, 0.1116, 0.1066, 0.1469, 0.0959, 0.1126, 0.1150]}

***

(4)
{"formula": "C7H9ClO", "method": "ωB97M-V/def2-TZVPD", "de_lowest_kj_mol": 547.15, "homo_ev": [-8.18, -6.50], "total_energy_ha": -807.35318, "charge": 0, "elements": ["C", "C", "C", "C", "C", "C", "C", "O", "Cl", "H", "H", "H", "H", "H", "H", "H", "H", "H"], "coordinates": [[1.0020, -0.6104, -0.9645], [1.5504, -0.5711, 0.3441], [-1.5430, -2.2313, 0.9605], [-2.1883, -1.8347, -0.0822], [0.0369, 0.3326, -1.0722], [0.1289, 1.1300, 0.2083], [0.8969, 2.4620, -0.0844], [1.0038, 0.4099, 1.0409], [-3.6146, -1.7215, -0.9064], [1.2258, -1.3225, -1.8156], [2.2811, -1.2434, 0.7169], [-1.9305, -2.7422, 1.9490], [-0.4922, -2.0639, 0.9764], [-0.7887, 0.4938, -1.8187], [-0.8333, 1.2253, 0.8433], [0.3617, 3.0742, -0.7902], [1.9011, 2.2710, -0.4949], [1.0020, 2.9421, 0.9895]], "atomic_forces_ev_per_a": [[0.7, -1.7, -1.0], [-0.3, -0.8, -3.0], [-1.1, -1.3, 2.6], [0.3, 0.4, -0.8], [-1.9, 0.7, 0.3], [-1.0, 1.2, -0.4], [-0.4, 0.2, 2.8], [0.5, -0.4, 1.7], [-0.4, -0.1, 0.2], [0.0, 0.7, 1.5], [0.5, 0.0, 0.8], [0.3, 0.9, -2.1], [0.9, 0.2, 0.0], [1.4, -0.2, 0.7], [1.3, 0.3, -1.4], [-0.3, 0.5, 0.0], [-0.4, -0.2, 0.3], [-0.1, -0.4, -2.4]], "lowdin_charge": [-0.1108, -0.1442, -0.1069, -0.6622, -0.0801, -0.3755, -0.0342, -0.0608, 0.6576, 0.1302, 0.1068, 0.1032, 0.0112, 0.1273, 0.1734, 0.0621, 0.0856, 0.1172]}

***

(5)
{"formula": "C7H9F3N2", "method": "ωB97M-V/def2-TZVPD", "multiplicity": 3, "homo_ev": [-4.05, -9.51], "total_energy_ha": -681.04807, "charge": 0, "elements": ["C", "C", "C", "C", "C", "C", "C", "N", "N", "F", "F", "F", "H", "H", "H", "H", "H", "H", "H", "H", "H"], "coordinates": [[-2.6922, 0.5347, -0.3879], [-1.4806, -0.1751, -0.6190], [-2.4367, 1.3800, 0.6759], [-0.6076, 0.3136, 0.2499], [0.9822, -1.6004, 0.7810], [0.8955, -0.0983, 0.5682], [1.8207, 0.2256, -0.5824], [-1.1306, 1.2691, 1.0365], [1.4136, -0.5633, -1.6655], [1.2616, 0.5880, 1.7241], [2.0661, 1.5525, -0.8919], [3.0998, -0.1350, -0.1677], [-3.6604, 0.3005, -0.5656], [-1.2144, -0.7885, -1.4633], [-3.0708, 1.9591, 1.2188], [1.8654, -1.9529, 1.1636], [0.6175, -2.0186, -0.1967], [0.2450, -1.8226, 1.6252], [-0.6209, 1.7810, 1.7022], [2.1964, -0.4961, -2.3164], [0.4501, -0.2534, -1.8891]], "atomic_forces_ev_per_a": [[2.1, -3.2, -3.5], [-2.8, -0.1, -2.3], [0.3, 3.1, 3.0], [5.6, -1.1, 1.2], [-4.5, 0.4, 0.3], [-1.9, 0.6, 0.1], [1.8, 0.1, 0.6], [0.7, 1.0, 1.4], [0.5, 1.0, 0.1], [0.1, -0.1, -0.5], [-1.2, -0.2, 0.2], [-0.4, -0.6, -0.4], [-2.6, -1.1, -1.3], [-0.5, -0.6, 0.3], [-1.7, 1.4, 1.3], [2.6, -0.7, 0.2], [0.7, -0.2, 1.5], [0.6, 0.1, -1.3], [0.4, 0.5, 0.6], [-1.0, 0.0, -0.7], [1.4, -0.2, -0.9]], "lowdin_charge": [-0.0511, -0.0450, -0.1127, -0.2001, 0.0135, -0.3480, -0.5582, 0.0721, 0.1477, 0.0445, 0.0804, 0.0687, 0.0678, 0.1065, 0.0749, 0.0565, 0.1050, 0.1248, 0.1351, 0.1240, 0.0935]}

***

(6)
{"formula": "C7H9F5NO2", "method": "ωB97M-V/def2-TZVPD", "smiles": "N[C@H](CCCC(F)(F)C(F)(F)F)C(=O)[O-]", "homo_ev": -4.21, "total_energy_ha": -976.78975, "charge": -1, "elements": ["N", "C", "C", "C", "C", "C", "F", "F", "C", "F", "F", "F", "C", "O", "O", "H", "H", "H", "H", "H", "H", "H", "H", "H"], "coordinates": [[2.1185, 0.4077, 1.2847], [2.1662, 0.4475, -0.1865], [1.0630, 1.3228, -0.7739], [-0.3034, 0.6584, -1.0235], [-1.3522, 0.8224, 0.1112], [-1.6202, -0.3715, 0.9912], [-0.5477, -0.9041, 1.5624], [-2.4460, 0.0550, 2.0031], [-2.3866, -1.5251, 0.3020], [-1.6235, -2.2431, -0.4922], [-2.8348, -2.3582, 1.2696], [-3.4629, -1.0889, -0.3566], [2.2369, -0.9573, -0.8123], [1.4177, -1.8278, -0.4020], [3.0993, -1.1235, -1.7062], [2.1763, -0.5480, 1.6010], [1.2881, 0.8545, 1.6372], [3.1092, 0.9315, -0.4374], [1.4149, 1.8187, -1.6718], [0.8860, 2.1295, -0.0531], [-0.2268, -0.3898, -1.2997], [-0.7373, 1.1683, -1.8826], [-2.3021, 1.0229, -0.3790], [-1.1325, 1.6981, 0.7144]], "atomic_forces_ev_per_a": [[0.2, 0.3, -0.2], [0.7, 0.3, 0.4], [-0.5, -0.4, 0.7], [-0.3, 0.3, 0.0], [0.3, -0.2, -1.0], [-0.3, 0.6, -0.3], [0.4, -0.2, 0.3], [-0.3, 0.0, 0.2], [0.1, -0.6, 1.1], [0.1, 0.1, -0.5], [-0.1, 0.0, -0.1], [-0.1, 0.2, -0.3], [-0.1, -1.3, -0.7], [0.2, 0.7, 0.2], [-0.1, 0.4, 0.1], [-0.4, -0.1, 0.1], [-0.2, -0.3, 0.2], [0.1, 0.0, -0.2], [0.1, -0.2, -0.3], [0.1, 0.2, 0.0], [0.3, -0.1, 0.0], [-0.1, 0.0, -0.1], [-0.2, 0.1, 0.2], [0.1, -0.1, 0.4]], "lowdin_charge": [0.0415, -0.3395, -0.1504, -0.1513, -0.0765, -0.4675, 0.1500, 0.0832, -0.5638, 0.1986, 0.1387, 0.1571, -0.7064, -0.0810, -0.0747, 0.0585, 0.0345, 0.1111, 0.1050, 0.0986, 0.0993, 0.1012, 0.1133, 0.1206]}

***

(7)
{"formula": "C7H9I", "method": "ωB97M-V/def2-TZVPD", "de_lowest_kj_mol": 223.14, "smiles": "CC1=CC=C[C@@]1(C)I", "homo_ev": -8.33, "total_energy_ha": -569.72976, "charge": 0, "elements": ["C", "C", "C", "C", "C", "C", "C", "I", "H", "H", "H", "H", "H", "H", "H", "H", "H"], "coordinates": [[0.0122, 1.6341, -0.9656], [-0.1411, 0.6637, 0.1102], [0.1483, 0.9613, 1.4117], [-0.3552, -0.0124, 2.3267], [-0.9365, -1.0598, 1.7524], [-0.8240, -0.6133, -0.0729], [-0.1149, -1.6437, -0.8430], [-2.8559, -0.1787, -0.7951], [-0.9166, 2.1614, -0.9871], [0.2430, 1.2083, -2.0031], [0.7472, 2.2857, -0.6429], [0.5816, 1.8571, 1.7132], [-0.2127, 0.0434, 3.4817], [-1.5354, -1.7446, 2.2586], [0.8382, -1.8264, -0.3997], [-0.0170, -1.3881, -1.8685], [-0.5999, -2.6361, -0.8500]], "atomic_forces_ev_per_a": [[-0.2, -1.4, -2.1], [0.4, 0.3, 1.9], [-0.8, -1.0, -2.2], [0.4, -1.1, 2.7], [0.5, 2.5, -3.8], [-1.6, -0.9, 4.6], [-0.7, -1.8, -0.2], [0.5, -0.4, 0.3], [-0.7, 0.6, -0.6], [-0.3, 0.6, 1.5], [1.6, 1.6, 0.1], [0.8, 1.4, 0.4], [-0.4, 0.1, -2.2], [-0.7, -1.6, 0.2], [0.9, 0.1, 0.3], [0.3, 0.5, -1.0], [-0.2, 0.5, 0.2]], "lowdin_charge": [-0.0851, -0.4164, -0.0526, -0.1577, 0.0047, -0.7143, -0.1513, 0.8263, 0.0488, 0.1184, 0.0546, 0.0924, 0.1375, 0.0540, 0.0866, 0.0631, 0.0911]}

***

(8)
{"formula": "C7H9I2N2O4", "method": "ωB97M-V/def2-TZVPD", "de_lowest_kj_mol": 0.00, "homo_ev": -4.62, "total_energy_ha": -1278.08513, "charge": -1, "elements": ["C", "C", "C", "C", "C", "C", "C", "N", "N", "O", "O", "O", "O", "I", "I", "H", "H", "H", "H", "H", "H", "H", "H", "H"], "coordinates": [[0.2670, 1.0291, -0.4948], [1.8232, -0.6786, 1.7765], [3.0458, 3.1777, 0.5551], [-0.5936, -2.1689, 0.9595], [-0.2463, 3.1959, -1.6509], [-0.6906, 2.0216, -1.2470], [0.3665, -1.2497, 0.3040], [2.9573, -0.1829, 1.2329], [-0.2217, -0.1356, -0.3326], [2.2857, 3.9998, 0.2691], [1.4254, 1.3138, -0.2003], [1.5197, -0.9956, 2.8766], [3.9088, 2.5470, 1.0081], [-3.5146, -0.3882, -0.5115], [1.6669, -2.4150, -0.9919], [-0.1275, -2.7710, 1.8537], [-1.3543, -1.4450, 1.3493], [-1.0658, -2.8116, 0.2639], [0.6436, 3.6700, -1.1323], [-0.7236, 3.8726, -2.3807], [-1.7066, 1.7011, -1.3114], [2.7312, 0.4793, 0.5158], [3.6058, 0.0803, 1.9722], [-1.2625, -0.2803, -0.4877]], "atomic_forces_ev_per_a": [[0.1, 3.8, -1.4], [-2.3, -0.9, -2.5], [0.3, 1.0, 1.0], [0.2, 0.8, 2.8], [1.2, 1.8, 0.6], [1.2, -0.9, 1.3], [3.7, 1.0, 1.8], [-0.2, -1.0, 1.8], [-2.6, -3.9, 0.7], [-0.2, 0.0, -0.5], [0.6, 0.9, -0.2], [0.3, -0.1, 0.5], [0.0, -0.6, -0.5], [-0.6, 0.0, -0.1], [0.1, 0.0, -0.4], [-0.7, 1.2, -1.8], [0.2, -1.0, 0.1], [-0.6, -0.7, -0.6], [-0.7, -1.1, -1.3], [-0.3, -0.5, 0.7], [-0.5, -0.5, -0.9], [0.1, 0.3, -0.7], [0.0, 0.2, -0.4], [0.6, 0.3, -0.1]], "lowdin_charge": [-0.4796, -0.4048, -0.4237, -0.2225, 0.0171, -0.0678, -0.7279, 0.1075, -0.0111, 0.1879, -0.0208, 0.0653, 0.1882, -0.2407, 0.7392, 0.1157, 0.0414, 0.0312, 0.0556, 0.0604, -0.0139, 0.0205, 0.1077, -0.1247]}

***

(9)
{"formula": "C7H9I2NO3S", "method": "ωB97M-V/def2-TZVPD", "de_lowest_kj_mol": 178.16, "homo_ev": [-8.21, -8.21], "total_energy_ha": -1546.02295, "charge": 0, "elements": ["C", "C", "C", "C", "C", "C", "C", "N", "O", "O", "O", "S", "I", "I", "H", "H", "H", "H", "H", "H", "H", "H", "H"], "coordinates": [[-2.0699, 0.2951, -1.2165], [-2.6912, 0.1116, 0.1537], [0.3511, -0.4415, -1.3193], [-1.3492, -0.3975, 0.5055], [1.0534, 1.1939, 0.3949], [1.2402, -1.5822, -1.0733], [2.4092, 0.8792, 0.6551], [-0.8758, -0.4114, -0.8230], [-2.4125, 0.7697, -2.2391], [0.5432, -0.6160, 2.2322], [-0.8534, 1.4598, 2.4081], [-0.1166, 0.5489, 1.5680], [-4.2418, -1.2447, 0.2852], [0.4429, 3.0391, -0.2730], [-3.1461, 0.9943, 0.5819], [0.3439, 0.0685, -2.2295], [-1.1897, -1.3408, 1.0090], [1.9041, -1.4683, -0.2097], [1.9402, -1.9213, -1.9016], [0.3907, -2.3385, -0.8177], [2.4080, 0.0730, 1.4294], [3.0140, 1.6872, 1.1598], [2.9053, 0.6416, -0.2801]], "atomic_forces_ev_per_a": [[-0.2, -0.2, -0.8], [-0.3, 1.0, -0.5], [1.3, 1.7, 1.5], [2.3, -1.2, 2.2], [-3.6, -0.9, -0.7], [-0.5, -2.1, 0.4], [2.9, 0.0, 1.8], [-3.1, 0.8, -0.4], [0.1, 0.2, -0.7], [-0.7, 1.8, -1.0], [0.0, 0.3, -0.4], [1.3, -2.1, 1.0], [-0.8, -0.9, -0.1], [-0.1, 0.6, -0.4], [0.8, 0.4, 0.3], [0.5, 0.9, -1.5], [-0.6, -0.3, 0.4], [-0.4, 0.0, 0.1], [-1.4, 0.6, 0.6], [2.2, 0.3, -0.4], [0.4, 0.2, -1.0], [-0.7, -0.4, -0.6], [0.5, -0.4, 0.1]], "lowdin_charge": [-0.4736, -0.6657, -0.1099, -0.3768, -0.9663, -0.0332, -0.2563, -0.0481, 0.1570, -0.3641, -0.3468, 0.6415, 0.9700, 0.9637, 0.0839, 0.1258, 0.1181, 0.0691, 0.1119, 0.1360, 0.0838, 0.1017, 0.0782]}

***

(10)
{"formula": "C7H9IS", "method": "ωB97M-V/def2-TZVPD", "de_lowest_kj_mol": 66.07, "smiles": "Cc1ccsc1[C@@H](C)I", "homo_ev": -8.78, "total_energy_ha": -967.95312, "charge": 0, "elements": ["C", "C", "C", "C", "S", "C", "C", "C", "I", "H", "H", "H", "H", "H", "H", "H", "H", "H"], "coordinates": [[-0.1152, 2.0398, -1.0445], [-0.6459, 0.6666, -0.6571], [-1.8265, 0.1049, -1.4187], [-2.1728, -1.1281, -1.0053], [-1.0611, -1.7128, 0.2579], [-0.1279, -0.2518, 0.1941], [1.2502, -0.1230, 1.1179], [1.3991, -1.4401, 1.8061], [2.9654, 0.4184, -0.0873], [-0.7446, 2.9212, -0.7309], [0.9153, 2.0632, -0.5992], [0.1432, 2.0665, -2.0699], [-2.3008, 0.7567, -2.2487], [-3.0922, -1.8457, -1.2365], [1.1473, 0.7392, 1.7296], [1.0366, -2.1658, 1.0864], [0.9099, -1.3833, 2.7290], [2.3200, -1.7259, 2.1771]], "atomic_forces_ev_per_a": [[1.1, -0.4, 2.2], [-1.8, -0.3, -2.0], [0.7, 2.1, -0.1], [-1.3, -2.1, 0.7], [-0.9, 0.5, -1.1], [2.2, 0.8, 1.3], [-2.3, -0.3, -2.5], [-0.4, 0.5, -1.0], [0.1, -0.4, 0.0], [0.7, -1.1, -0.3], [-1.1, 0.7, 0.0], [-0.4, 0.1, -1.4], [0.6, -1.4, 1.6], [2.3, 1.9, 0.2], [-0.1, 0.5, 0.7], [0.1, -0.6, 0.6], [-1.9, -0.3, 1.1], [2.5, -0.3, -0.1]], "lowdin_charge": [-0.0787, -0.3375, -0.1588, -0.4019, 0.9832, -0.5094, -0.6940, -0.2190, 0.8365, 0.1004, -0.0178, 0.0581, 0.1358, 0.1108, 0.0488, 0.0245, 0.0724, 0.0465]}